Arrangement i

Density functional theory data (ωB97M-V/def2-TZVPD) for a 15-piece molecular cluster, H30O15 overall.

Bonds (Å) are listed after each position.
Atoms and positions in Å:
1 H -0.3556 -0.9910 -0.2288  O31 0.952
2 H 0.7233 0.0979 -0.0123  O31 0.930
3 H -5.6809 -2.1484 -0.8312  O32 0.945
4 H -4.2584 -2.7127 -1.3438  O32 1.015
5 H -3.1142 2.3216 -1.0174  O33 0.984
6 H -2.9566 0.9048 -0.4738  O33 0.899
7 H 2.0388 -0.1304 1.4618  O34 0.924
8 H 2.8544 -0.1009 0.1364  O34 0.978
9 H -2.7503 -2.1396 0.5345  O35 0.971
10 H -2.4363 -0.5804 0.7469  O35 0.995
11 H -1.0459 4.5191 1.8141  O36 0.904
12 H -1.6652 3.6673 0.7138  O36 0.973
13 H 3.7049 -0.0074 -2.6387  O37 1.028
14 H 4.4154 -1.2910 -3.4045  O37 0.988
15 H 4.6348 -2.0560 2.7286  O38 0.985
16 H 4.5745 -1.3283 1.4393  O38 1.034
17 H 3.1360 1.3102 -1.4540  O39 1.006
18 H 3.3076 2.7553 -2.0997  O39 0.949
19 H -4.0434 -0.6266 2.3554  O40 0.915
20 H -3.5513 0.8475 2.3490  O40 0.956
21 H 0.2365 1.9298 -3.3425  O41 0.943
22 H 0.1974 3.3188 -2.8256  O41 0.987
23 H 3.2080 2.4588 3.6132  O42 1.005
24 H 1.7180 2.2696 3.4514  O42 0.966
25 H -1.0440 -3.5909 1.3008  O43 0.916
26 H -1.2301 -3.0407 -0.1719  O43 0.981
27 H 4.1328 -1.9304 -0.2449  O44 0.985
28 H 2.6320 -1.8271 -0.0696  O44 0.897
29 H -2.8417 -1.1551 -1.3901  O45 0.946
30 H -3.6189 -1.0591 -2.6445  O45 0.999
31 O 0.1112 -0.4610 0.4098  H1 0.952, H2 0.930
32 O -4.7455 -2.0803 -0.7163  H3 0.945, H4 1.015
33 O -3.0601 1.7587 -0.2122  H5 0.984, H6 0.899
34 O 2.3746 0.4265 0.8053  H7 0.924, H8 0.978
35 O -3.0003 -1.2417 0.2620  H9 0.971, H10 0.995
36 O -1.4790 4.5712 1.0219  H11 0.904, H12 0.973
37 O 4.3504 -0.8020 -2.5479  H13 1.028, H14 0.988
38 O 3.9223 -1.7458 2.1242  H15 0.985, H16 1.034
39 O 2.6916 2.0441 -1.9784  H17 1.006, H18 0.949
40 O -4.1504 0.2039 2.7254  H19 0.915, H20 0.956
41 O 0.1322 2.3815 -2.5216  H21 0.943, H22 0.987
42 O 2.5150 1.7329 3.5533  H23 1.005, H24 0.966
43 O -0.7648 -3.6591 0.4308  H25 0.916, H26 0.981
44 O 3.3339 -2.3323 0.1675  H27 0.985, H28 0.897
45 O -3.1528 -0.4811 -1.9759  H29 0.946, H30 0.999

## Properties
total charge	0
highest occupied orbital energy	-0.35725	hartree
lowest unoccupied orbital energy	-0.11	eV

---

Arrangement ii

Density functional theory data (ωB97M-V/def2-TZVPD) for a 15-piece molecular cluster, H30O15 overall.

Bonds (Å) are listed after each position.
Atoms and positions in Å:
1 O 2.9031 2.4008 0.6529  H2 0.977, H3 0.972
2 H 3.7427 2.1133 1.0620  O1 0.977
3 H 3.1681 3.3258 0.5127  O1 0.972
4 O -3.8115 0.0546 0.6724  H5 0.936, H6 1.002
5 H -3.8096 -0.8508 0.4341  O4 0.936
6 H -2.9531 0.4446 1.0106  O4 1.002
7 O 0.4736 3.7001 -1.1434  H8 1.026, H9 0.937
8 H -0.1863 3.4448 -0.4001  O7 1.026
9 H 0.8468 2.8477 -1.2529  O7 0.937
10 O -0.7289 -0.2791 4.6198  H11 0.988, H12 0.934
11 H 0.1811 -0.2747 4.2357  O10 0.988
12 H -1.0496 -1.1539 4.5491  O10 0.934
13 O -0.3805 -2.8823 -3.2510  H14 0.959, H15 1.010
14 H 0.2767 -3.0838 -3.9191  O13 0.959
15 H -0.4568 -3.6305 -2.5764  O13 1.010
16 O -1.5739 -1.0090 -1.5684  H17 1.015, H18 0.993
17 H -0.6312 -0.6547 -1.4393  O16 1.015
18 H -1.3984 -1.6596 -2.2975  O16 0.993
19 O 1.0933 -0.8182 2.4746  H20 0.964, H21 0.937
20 H 0.7417 -1.4960 1.8866  O19 0.964
21 H 0.9773 -0.0544 1.9437  O19 0.937
22 O -1.7310 3.8336 0.6224  H23 0.937, H24 0.947
23 H -1.9425 4.7427 0.7010  O22 0.937
24 H -1.9741 3.3554 -0.1575  O22 0.947
25 O -0.9303 -2.5239 0.2657  H26 1.063, H27 0.942
26 H -1.5095 -2.3095 -0.5999  O25 1.063
27 H -1.1315 -1.7245 0.7219  O25 0.942
28 O -2.4951 2.0203 -1.2308  H29 0.951, H30 0.949
29 H -2.0331 1.3350 -0.7606  O28 0.951
30 H -2.7194 1.6950 -2.0937  O28 0.949
31 O -1.2281 0.0931 1.8325  H32 0.968, H33 0.967
32 H -1.5982 -0.1288 2.6987  O31 0.968
33 H -1.2590 1.0481 1.9820  O31 0.967
34 O 2.8359 -1.2010 0.1226  H35 0.934, H36 0.933
35 H 2.7529 -0.8442 0.9813  O34 0.934
36 H 3.5183 -1.6684 -0.3098  O34 0.933
37 O 0.8917 0.4078 -0.1249  H38 0.998, H39 1.053
38 H 1.3108 1.0823 -0.7302  O37 0.998
39 H 1.5538 -0.2986 -0.5386  O37 1.053
40 O 2.3656 0.7245 -2.1032  H41 0.946, H42 0.963
41 H 2.0846 0.4873 -2.9748  O40 0.946
42 H 3.0669 1.3773 -2.1990  O40 0.963
43 O 0.7849 -4.2790 -0.9794  H44 0.983, H45 0.935
44 H 0.3866 -3.8940 -0.1675  O43 0.983
45 H 1.5750 -3.8153 -1.1642  O43 0.935

## Properties
total charge	0
highest occupied orbital energy	-0.38304	hartree
lowest unoccupied orbital energy	-0.27	eV

---

Arrangement iii

Density functional theory data (ωB97M-V/def2-TZVPD) for a 15-piece molecular cluster, H30O15 overall.

Bonds (Å) are listed after each position.
Atoms and positions in Å:
1 O 1.7901 1.6048 -1.5875  H2 0.938, H3 0.969
2 H 1.2421 2.1688 -2.0985  O1 0.938
3 H 1.1331 1.0458 -1.1465  O1 0.969
4 O -0.5589 -2.2722 -1.1005  H5 0.953, H6 0.984
5 H -0.8049 -1.8612 -1.9245  O4 0.953
6 H 0.2671 -2.7902 -1.2305  O4 0.984
7 O 2.3931 0.1808 1.8545  H8 0.932, H9 0.955
8 H 2.1651 0.9988 2.2395  O7 0.932
9 H 2.5971 -0.3222 2.6405  O7 0.955
10 O 2.3331 3.0088 0.6125  H11 0.937, H12 0.959
11 H 1.8161 3.7408 0.8875  O10 0.937
12 H 1.9271 2.4668 -0.0665  O10 0.959
13 O -0.7749 2.8958 -0.6005  H14 0.975, H15 0.953
14 H -0.8809 2.4518 -1.4625  O13 0.975
15 H -1.6269 3.2638 -0.3845  O13 0.953
16 O -3.1579 -2.9902 -1.0495  H17 0.954, H18 0.997
17 H -3.6429 -2.1712 -0.9825  O16 0.954
18 H -2.1699 -2.8572 -1.0475  O16 0.997
19 O -2.5889 0.2768 0.1955  H20 0.962, H21 0.959
20 H -2.7039 0.7788 1.0085  O19 0.962
21 H -1.6999 0.4278 -0.1295  O19 0.959
22 O 0.2611 -0.0222 -0.0575  H23 0.997, H24 0.938
23 H -0.0829 -0.9562 -0.1195  O22 0.997
24 H -0.0339 0.3488 0.7515  O22 0.938
25 O 1.2651 -0.5702 -3.1835  H26 0.943, H27 0.956
26 H 1.7531 -1.3652 -3.0425  O25 0.943
27 H 1.6571 0.0628 -2.5835  O25 0.956
28 O -0.4389 0.6048 2.5005  H29 0.987, H30 0.942
29 H -0.2249 1.5678 2.4825  O28 0.987
30 H -0.0429 0.2698 3.2865  O28 0.942
31 O -1.1569 -4.3792 0.7025  H32 0.955, H33 0.960
32 H -1.3149 -4.6392 1.6075  O31 0.955
33 H -0.4639 -3.7152 0.7315  O31 0.960
34 O -1.1959 1.0788 -2.6945  H35 0.910, H36 0.937
35 H -0.6169 1.2908 -3.3635  O34 0.910
36 H -1.1679 0.1428 -2.6555  O34 0.937
37 O -0.3299 3.2448 2.0955  H38 0.935, H39 0.972
38 H -0.4489 2.9768 1.2075  O37 0.935
39 H -0.1089 4.1898 2.1445  O37 0.972
40 O -0.4109 -2.2172 2.1175  H41 0.937, H42 0.961
41 H -1.2369 -2.6592 2.1035  O40 0.937
42 H -0.5779 -1.2812 1.9745  O40 0.961
43 O 2.4571 -1.6842 -0.2275  H44 0.943, H45 0.935
44 H 2.2111 -0.9522 0.3145  O43 0.943
45 H 3.1941 -1.3842 -0.7185  O43 0.935

## Properties
total charge	0
highest occupied orbital energy	-0.37238	hartree
lowest unoccupied orbital energy	-0.08	eV

---

Arrangement iv

Density functional theory data (ωB97M-V/def2-TZVPD) for a 15-piece molecular cluster, H30O15 overall.

Bonds (Å) are listed after each position.
Atoms and positions in Å:
1 O 1.7684 2.2464 -0.2726  H2 0.966, H3 0.979
2 H 2.4304 2.9403 -0.1533  O1 0.966
3 H 0.9526 2.5298 0.1886  O1 0.979
4 O 0.1674 -3.1884 0.8918  H5 0.947, H6 0.963
5 H 0.8185 -3.2108 0.2044  O4 0.947
6 H -0.6973 -3.0051 0.5100  O4 0.963
7 O 1.6225 -2.8204 -1.4885  H8 0.986, H9 1.014
8 H 0.8190 -3.0892 -1.9939  O7 0.986
9 H 1.6322 -1.8088 -1.5527  O7 1.014
10 O -0.8412 2.8169 1.0869  H11 0.975, H12 0.951
11 H -0.9994 2.6339 2.0317  O10 0.975
12 H -0.6894 1.9304 0.7772  O10 0.951
13 O 1.5341 -0.3071 -2.1266  H14 0.967, H15 0.980
14 H 2.3009 -0.2083 -2.7074  O13 0.967
15 H 1.9342 0.0807 -1.3200  O13 0.980
16 O -2.7308 2.2304 -1.0872  H17 0.947, H18 0.926
17 H -2.8112 2.8152 -1.8274  O16 0.947
18 H -2.3523 1.4177 -1.3175  O16 0.926
19 O 1.4434 1.5802 2.7044  H20 0.974, H21 0.994
20 H 1.0366 1.8018 3.5614  O19 0.974
21 H 1.4370 2.4329 2.1946  O19 0.994
22 O -3.1466 -0.3641 -2.6310  H23 0.957, H24 0.947
23 H -2.4989 0.2761 -2.9267  O22 0.957
24 H -2.6059 -0.8735 -2.0435  O22 0.947
25 O 3.0015 -0.6084 0.2414  H26 0.971, H27 0.929
26 H 3.6356 -1.2868 -0.0427  O25 0.971
27 H 3.4311 0.1336 0.5999  O25 0.929
28 O -1.0686 -0.5459 3.4243  H29 0.955, H30 0.957
29 H -1.3172 0.3603 3.5934  O28 0.955
30 H -0.6976 -0.3257 2.5701  O28 0.957
31 O -0.8116 0.9241 -2.9947  H32 0.955, H33 0.983
32 H -0.7912 0.4678 -3.8330  O31 0.955
33 H -0.2389 0.4111 -2.3822  O31 0.983
34 O -0.1397 0.2080 0.5370  H35 0.951, H36 0.928
35 H 0.7437 -0.1262 0.4280  O34 0.951
36 H -0.6159 -0.2247 -0.1311  O34 0.928
37 O -1.7605 -1.7828 -0.8741  H38 0.952, H39 0.943
38 H -1.5681 -2.2352 -1.6888  O37 0.952
39 H -2.6640 -1.8481 -0.6118  O37 0.943
40 O -3.2375 0.3115 1.1065  H41 0.958, H42 0.940
41 H -3.7182 -0.2586 0.5054  O40 0.958
42 H -3.6591 1.1457 1.0069  O40 0.940
43 O 3.4598 -1.2992 2.9282  H44 0.951, H45 0.977
44 H 4.4017 -1.3511 2.8103  O43 0.951
45 H 3.0905 -0.9265 2.1043  O43 0.977

## Properties
total charge	0
highest occupied orbital energy	-0.38010	hartree
lowest unoccupied orbital energy	-0.39	eV

---

Stability check: which of them is least stable? arrangement i.

---

Arrangement i

Density functional theory data (ωB97M-V/def2-TZVPD) for a 2-piece molecular cluster, C4H6N2O overall.

Bonds (Å) are listed after each position.
Atoms and positions in Å:
1 C -2.3419 -0.2459 0.2047  C3 1.359, N5 1.378, H8 1.190
2 C -1.0062 0.5114 1.6501  N5 1.262, N6 1.391, H9 1.051
3 C -1.1506 -0.1328 -0.4389  C1 1.359, N6 1.371, H10 1.067
4 C 2.3838 -0.6565 -0.8108  O7 1.319, H11 1.085
5 N -2.2138 0.1713 1.5122  C1 1.378, C2 1.262
6 N -0.2716 0.3874 0.4751  C2 1.391, C3 1.371, H12 1.124
7 O 2.8898 0.3229 -1.5343  C4 1.319, H13 0.908
8 H -3.3503 -0.6135 -0.3103  C1 1.190
9 H -0.5987 1.0006 2.4861  C2 1.051
10 H -0.6698 -0.5982 -1.2701  C3 1.067
11 H 3.1700 -0.9194 -0.1112  C4 1.085
12 H 0.8103 0.1172 0.3309  N6 1.124
13 H 2.3491 0.6556 -2.1835  O7 0.908

## Properties
total charge	0
highest occupied orbital energy (spin up / spin down)	-0.30312 / -0.32248	hartree
lowest unoccupied orbital energy (spin up / spin down)	0.59 / -1.77	eV
multiplicity	3

---

Arrangement ii

Density functional theory data (ωB97M-V/def2-TZVPD) for a 2-piece molecular cluster, C4H6N2O overall.

Bonds (Å) are listed after each position.
Atoms and positions in Å:
1 C 0.9862 -0.9100 0.0749  C3 1.438, N5 1.141
2 C 2.8656 0.6651 -0.1921  C3 1.329, H8 1.087, H9 1.063
3 C 1.5782 0.3499 -0.2847  C1 1.438, C2 1.329, H10 0.971
4 C -2.6830 0.5338 -0.4052  N6 1.338, O7 1.360
5 N 0.5121 -1.9069 0.3639  C1 1.141
6 N -3.1028 -0.5198 0.3041  C4 1.338, H11 0.974, H12 0.979
7 O -1.7355 0.2421 -1.3366  C4 1.360, H13 0.972
8 H 3.1726 1.6900 -0.3817  C2 1.087
9 H 3.6573 0.0353 0.1343  C2 1.063
10 H 0.8678 0.8522 -0.7151  C3 0.971
11 H -2.6313 -1.3705 0.3477  N6 0.974
12 H -3.9721 -0.4912 0.7537  N6 0.979
13 H -1.4193 -0.6760 -1.2938  O7 0.972

## Properties
total charge	0
highest occupied orbital energy (spin up / spin down)	-0.20268 / -0.38032	hartree
lowest unoccupied orbital energy (spin up / spin down)	0.29 / -0.90	eV
multiplicity	3

---

Stability check: which of them is least stable? arrangement ii.

---

Arrangement i

Density functional theory data (ωB97M-V/def2-TZVPD) for the molecule CH3N3O.

Bonds (Å) are listed after each position.
Atoms and positions in Å:
1 N 0.4246 -1.0087 -0.1183  C2 1.765, N3 1.277, H6 1.018
2 C -0.6868 0.2912 0.3171  N1 1.765, N4 1.239, H8 1.086
3 N 1.5486 -0.4292 0.0587  N1 1.277, O5 1.263
4 N -1.2873 1.0466 -0.4599  C2 1.239, H7 1.018
5 O 1.3260 0.7881 0.3102  N3 1.263
6 H 0.4530 -2.0262 -0.1357  N1 1.018
7 H -0.7622 1.3265 -1.2854  N4 1.018
8 H -1.0159 0.0117 1.3132  C2 1.086

## Properties
total charge	0
highest occupied orbital energy	-0.35769	hartree
lowest unoccupied orbital energy	0.60	eV
SMILES string	[H]/N=C\NN=O

---

Arrangement ii

Density functional theory data (ωB97M-V/def2-TZVPD) for a 2-piece molecular cluster, CH3N3O overall.

Bonds (Å) are listed after each position.
Atoms and positions in Å:
1 C 2.0466 -0.1287 -0.0265  N2 1.160, N3 1.226
2 N 1.1171 -0.8210 0.0290  C1 1.160, O5 1.210
3 N 3.1303 0.4393 0.0494  C1 1.226, H7 0.999
4 N -1.4874 0.1678 -0.1567  H6 1.048, H8 1.037
5 O 0.1645 -1.5064 0.3244  N2 1.210
6 H -2.1101 0.1728 0.6867  N4 1.048
7 H 3.6714 0.6716 -0.7575  N3 0.999
8 H -2.1116 -0.4638 -0.6914  N4 1.037

## Properties
total charge	0
highest occupied orbital energy (spin up / spin down)	-0.31347 / -0.31347	hartree
lowest unoccupied orbital energy (spin up / spin down)	-2.68 / -2.69	eV

---

Arrangement iii

Density functional theory data (ωB97M-V/def2-TZVPD) for a 2-piece molecular cluster, CH3N3O overall.

Bonds (Å) are listed after each position.
Atoms and positions in Å:
1 C -0.5772 -1.7989 0.9435  N2 1.121
2 N -0.5349 -2.9139 1.0536  C1 1.121
3 N 0.3245 0.8687 -1.0843  N4 1.412, H6 1.018, H7 1.082
4 N -0.0144 1.1397 0.2598  N3 1.412, O5 1.305, H8 1.032
5 O 0.2218 0.1991 1.1330  N4 1.305
6 H 0.0168 -0.0373 -1.4312  N3 1.018
7 H 1.4031 0.7890 -1.0506  N3 1.082
8 H -0.8398 1.7537 0.1761  N4 1.032

## Properties
total charge	0
highest occupied orbital energy (spin up / spin down)	-0.41342 / -0.39313	hartree
lowest unoccupied orbital energy (spin up / spin down)	-1.79 / -2.44	eV

---

Stability check: which of them is least stable? arrangement ii.

---

Arrangement i

Density functional theory data (ωB97M-V/def2-TZVPD) for a 2-piece molecular cluster, CH3N3O overall.

Bonds (Å) are listed after each position.
Atoms and positions in Å:
1 C -1.3047 -0.1644 0.0048  N2 1.214, N3 1.203
2 N -0.3744 -0.7377 0.5333  C1 1.214, O5 1.269
3 N -2.3979 0.1954 -0.3439  C1 1.203, H7 1.016
4 N 2.3296 0.1136 -0.0492  H6 0.984, H8 1.068
5 O 0.7977 -1.2008 0.3860  N2 1.269
6 H 2.0046 0.9004 0.4447  N4 0.984
7 H -3.1118 0.7616 0.1057  N3 1.016
8 H 2.0569 0.1319 -1.0813  N4 1.068

## Properties
total charge	0
highest occupied orbital energy (spin up / spin down)	-0.33346 / -0.33351	hartree
lowest unoccupied orbital energy (spin up / spin down)	-1.65 / -1.66	eV

---

Arrangement ii

Density functional theory data (ωB97M-V/def2-TZVPD) for the molecule CH3N3O.

Bonds (Å) are listed after each position.
Atoms and positions in Å:
1 C 0.3668 -0.0281 -1.7286  N2 1.131, O5 1.619
2 N 0.1130 0.8383 -2.4106  C1 1.131
3 N -0.1336 0.3053 1.3443  N4 1.368, H6 0.988, H7 1.010
4 N -0.3218 -0.7629 0.5107  N3 1.368, O5 1.433, H8 0.975
5 O 0.7559 -0.9040 -0.4236  C1 1.619, N4 1.433
6 H 0.7058 0.3857 1.8600  N3 0.988
7 H -0.2674 1.0660 0.6936  N3 1.010
8 H -1.2187 -0.9002 0.1542  N4 0.975

## Properties
total charge	0
highest occupied orbital energy	-0.37781	hartree
lowest unoccupied orbital energy	-0.15	eV
SMILES string	N#CONN

---

Stability check: which of them is least stable? arrangement i.